No. 1
71
Properties=species:S:1:pos:R:3:forces:R:3:mulliken_charge:R:1 method="wB97M-V/def2-TZVPD" gap_ev="4.661 / 4.719" total_charge=+2 de_lowest_kj_mol=335.7
P 1.08544 0.12081 -1.88352 -1.69 -1.00 -5.52 0.155
P -2.19231 -1.54350 -1.57168 -3.70 -0.93 -5.76 1.665
C 0.37849 -1.44922 -2.85961 0.69 0.99 -0.53 -0.803
C -1.08654 -1.75415 -3.07320 -0.33 -0.74 -0.56 -1.629
H 0.86916 -2.30236 -2.36054 -0.14 0.39 -0.26 0.483
H 0.80544 -1.32157 -3.86254 0.18 -0.17 0.23 0.729
H -1.54338 -1.14027 -3.88663 0.65 -0.74 0.78 0.515
H -1.17706 -2.80983 -3.38651 0.16 0.39 0.40 0.739
C -3.06701 -3.28952 -2.05923 0.24 -1.67 0.17 -2.044
H -3.81703 -3.60667 -1.31527 0.50 0.14 -0.21 0.463
H -2.34525 -4.11369 -2.14314 -0.05 0.32 -0.13 0.561
H -3.59922 -3.20336 -3.01927 0.42 0.29 0.27 0.485
C -4.19454 -1.23887 -1.62481 -2.23 -0.18 1.26 -1.796
H -4.51574 -1.23140 -2.67278 0.83 -0.06 -0.07 0.456
H -4.56059 -0.29631 -1.19346 0.66 -0.17 0.14 0.540
H -4.81969 -1.99909 -1.14684 0.36 0.05 -0.12 0.540
C 2.80682 -0.58534 -1.89359 -0.44 0.48 -0.16 -1.363
H 3.44134 0.25044 -1.48447 0.89 -1.07 -0.81 0.497
H 2.96312 -0.66401 -2.98308 0.54 -0.16 0.85 0.602
H 2.83713 -1.54173 -1.35444 0.69 0.38 -0.26 0.372
C 1.43696 1.15291 -3.52866 0.12 -0.48 0.99 -1.266
H 0.52307 1.58686 -3.97545 0.70 -0.26 0.20 0.390
H 1.95571 0.44322 -4.19770 -0.46 0.67 -0.12 0.532
H 2.14781 1.92952 -3.20155 -0.29 0.01 -0.34 0.414
Hf 2.18652 0.65226 0.19323 0.86 3.82 1.12 0.393
C -2.55158 -1.65018 0.31373 -0.30 -0.30 1.76 -0.622
C -1.57563 -2.63262 -0.12017 0.16 0.89 1.64 -0.122
C -0.10430 -2.36394 0.07244 1.14 0.79 -0.12 -0.879
C 0.40844 -0.91826 -0.25552 0.65 -1.15 2.44 2.266
C -1.67384 0.74905 -2.99134 -0.57 1.45 0.35 -1.628
C -2.40435 0.42581 -1.79654 3.50 -0.51 0.81 0.744
C -2.39563 0.88894 -0.34352 -0.72 1.25 -0.20 -0.622
C -2.29589 -0.23003 0.77010 -0.57 0.46 0.87 -0.231
C 4.06424 1.61343 1.02212 0.49 0.14 0.25 -1.729
H -3.51476 -2.05761 0.60309 0.08 0.09 -0.12 0.555
H -1.83103 -3.69116 -0.11850 -0.19 0.40 -0.08 0.788
H 0.51996 -3.12395 -0.41277 -0.32 0.18 -0.22 0.490
H 0.10470 -2.54472 1.13855 -0.31 -0.05 0.06 0.630
H -0.16914 -0.17082 0.28742 0.13 -0.03 -0.38 -1.946
H 1.47392 -1.00105 0.25774 -1.90 -1.99 0.19 -1.110
H -1.46837 1.80419 -3.21232 -0.19 0.37 0.54 0.455
H -3.34764 0.68541 -2.33770 0.12 -0.30 -0.21 0.770
H -3.38024 1.37272 -0.23073 0.49 0.04 0.47 0.777
H -1.63573 1.66161 -0.16952 -0.18 -0.32 -0.04 -0.472
H -1.41101 -0.13282 1.42114 -0.22 -0.04 -0.60 -0.565
H -3.08930 0.02863 1.47872 -0.10 -0.31 -0.19 0.726
H 3.98916 2.52132 1.64825 -0.39 -0.16 -0.29 0.365
H 4.68028 1.95154 0.17616 0.00 0.00 -0.19 0.446
H 4.76233 0.98600 1.59985 -0.23 -0.14 -0.24 0.386
C 2.58762 1.57495 4.01923 0.78 1.22 -0.23 -1.052
N 2.35265 0.41972 3.16411 -3.94 -0.78 -0.13 0.456
C 2.97839 -0.77511 3.72073 0.27 -0.69 -0.01 -0.934
C 1.12825 0.32041 2.53661 2.09 -0.11 3.10 -0.613
C 0.39386 1.54336 2.20363 -0.32 1.16 -0.58 -0.126
C -0.37157 2.22565 3.17198 0.24 -0.59 0.14 -0.429
C -0.85479 3.48995 2.88015 -0.34 0.00 0.02 -0.825
C -0.62063 4.04303 1.62160 0.29 0.30 -0.45 -0.653
C 0.09186 3.34199 0.63339 -0.35 0.46 0.33 -0.348
C 0.62142 2.08516 0.90379 0.34 -0.59 0.94 0.964
H 3.66351 1.61213 4.22185 -0.34 0.16 0.08 0.445
H 2.01241 1.43115 4.95199 0.33 0.03 -0.36 0.398
H 2.26526 2.50318 3.53489 0.16 -0.29 0.17 0.323
H 2.45530 -1.05229 4.65201 0.27 0.18 -0.23 0.380
H 2.92517 -1.61638 3.02229 0.01 0.32 0.07 0.373
H 4.03014 -0.53904 3.93934 -0.42 -0.19 -0.09 0.359
H 2.75624 -0.83601 0.97044 0.40 -1.10 0.24 -0.355
H 0.61020 -0.63397 2.68572 0.55 -0.15 -0.78 0.565
H -0.55108 1.75856 4.14486 0.01 0.26 -0.24 0.538
H -1.43831 4.04483 3.62836 0.35 -0.30 -0.39 0.469
H -0.96566 5.06336 1.43497 0.04 -0.39 -0.08 0.459
H 0.25656 3.77872 -0.35788 -0.15 0.03 0.44 0.506


No. 2
75
Properties=species:S:1:pos:R:3:forces:R:3:mulliken_charge:R:1 method="wB97M-V/def2-TZVPD" gap_ev=7.774 total_charge=+3 de_lowest_kj_mol=0.0
La -1.03897 0.29700 -1.15588 2.02 -0.32 2.48 1.652
P 1.29104 0.49145 0.83001 0.50 0.49 0.92 0.559
P -1.29771 3.03287 -2.16066 -0.32 1.65 -0.68 0.750
P 1.57574 -0.32886 -2.49062 1.20 -0.30 -0.77 0.637
H -1.24500 -4.27803 0.72452 0.40 0.08 0.05 0.230
C -0.15331 -4.22060 0.79568 0.50 0.21 0.17 -0.630
C 0.47298 -3.49314 1.73357 -0.42 -0.01 -0.55 -0.367
H -0.09482 -2.86251 2.42810 0.24 -0.39 -0.10 0.232
C 0.72795 0.40874 2.56486 -0.21 -0.15 0.14 -0.859
C 1.79323 2.26236 0.75824 -0.13 -0.03 -0.29 -1.121
C 2.92328 -0.31486 1.03339 -0.01 -0.38 -0.29 -1.199
C -2.67847 2.53274 -3.28164 -0.05 -0.12 -0.08 -1.848
C -2.03642 4.47282 -1.30758 -0.20 -0.13 0.50 -1.432
C -0.13235 3.85974 -3.30240 0.40 -0.37 -0.08 -1.198
C 2.33178 -1.91884 -1.96867 -0.30 -0.28 0.24 -1.208
C 3.05139 0.75874 -2.54520 -0.18 0.39 0.05 -1.266
C 1.34816 -0.63808 -4.27797 -0.27 0.05 -0.09 -1.419
H 0.41586 -4.84114 0.08914 -0.32 0.20 0.41 0.315
H 1.56266 -3.50779 1.84410 -0.43 -0.01 -0.05 0.266
H 0.29337 -0.57826 2.76393 0.16 0.19 0.11 0.081
H -0.02802 1.17449 2.77393 0.20 -0.16 -0.03 0.192
H 1.60467 0.56780 3.20795 -0.36 -0.05 -0.03 0.537
H 0.93963 2.90410 1.01478 0.22 -0.10 -0.01 0.296
H 2.14321 2.52715 -0.24887 0.03 0.01 0.29 0.241
H 2.60134 2.42153 1.48579 -0.22 0.08 -0.21 0.441
H 2.78552 -1.40296 1.08307 0.14 0.25 0.04 0.119
H 3.35872 0.04027 1.97789 -0.10 -0.09 -0.31 0.554
H 3.60971 -0.07961 0.21198 -0.18 -0.09 0.29 0.348
H -3.02438 3.40919 -3.85462 0.05 -0.35 0.16 0.586
H -3.53794 2.15576 -2.70166 0.09 0.14 -0.12 0.472
H -2.35497 1.76903 -4.00909 -0.06 0.27 0.00 0.478
H -2.66209 5.06128 -1.99314 0.25 -0.18 0.10 0.450
H -1.24688 5.11689 -0.89912 -0.13 -0.18 -0.14 0.447
H -2.65541 4.13206 -0.46777 -0.01 0.20 -0.27 0.439
H -0.67028 4.46773 -4.04316 0.10 -0.17 0.24 0.436
H 0.47085 3.09861 -3.81832 -0.13 0.32 -0.03 0.286
H 0.55225 4.50668 -2.73302 -0.25 -0.22 -0.14 0.420
H 2.53813 -2.51738 -2.86592 0.02 0.10 0.32 0.503
H 1.64772 -2.47722 -1.31191 0.30 0.01 -0.15 0.084
H 3.26878 -1.73272 -1.42877 -0.28 -0.12 -0.16 0.476
H 3.67538 0.46062 -3.39995 -0.12 0.09 0.30 0.458
H 3.63451 0.67755 -1.62020 -0.16 0.11 -0.33 0.385
H 2.73248 1.80201 -2.67871 0.26 -0.21 -0.02 0.287
H 2.27711 -1.07802 -4.66689 -0.30 0.17 -0.04 0.522
H 1.13031 0.30300 -4.80223 0.07 -0.28 0.02 0.378
H 0.51413 -1.33683 -4.43313 0.30 0.23 -0.12 0.322
C -2.54752 -1.48555 -3.92106 0.17 0.19 -0.79 0.711
C -3.54660 -1.00538 -4.74941 0.34 -0.40 -0.34 -0.411
C -3.62784 -1.56526 -6.02814 0.03 -0.29 0.24 -0.695
C -2.73455 -2.57387 -6.41156 0.01 0.02 -0.15 -0.651
C -1.78888 -3.07409 -5.50707 -0.30 0.04 0.20 -0.572
C -1.69211 -2.52962 -4.21394 -0.09 -0.08 -0.65 -0.781
O -2.20008 -0.69841 -2.78741 -1.50 1.20 -0.41 -0.135
H -2.58699 0.23655 -2.87183 -0.37 -1.87 -1.15 0.268
H -4.21263 -0.21432 -4.41375 0.04 -0.03 -0.16 0.526
H -4.39571 -1.22471 -6.71580 0.15 -0.02 0.07 0.445
H -2.77772 -2.96356 -7.44225 0.02 0.16 0.73 0.408
H -1.12355 -3.88236 -5.81322 -0.19 0.23 0.14 0.437
H -0.94315 -2.86465 -3.49195 -0.22 0.05 -0.27 0.685
N -3.02598 -1.54677 0.01800 -0.11 0.74 0.55 -0.406
C -3.01326 -0.55892 1.04660 0.82 0.03 -0.23 0.422
N -2.53224 0.64607 0.75530 -1.04 -0.13 0.94 -0.018
C -2.52594 1.47603 1.91062 0.32 -0.91 -0.14 -0.621
C -1.97123 2.75433 1.99667 -0.17 0.14 0.10 0.112
C -1.90731 3.37492 3.25057 -0.15 -0.31 -0.38 -0.896
C -2.38678 2.70897 4.39339 -0.14 -0.33 -0.22 -0.669
C -2.90736 1.41018 4.30164 -0.04 0.21 0.24 -0.472
C -2.94784 0.79135 3.05926 0.27 -0.04 -0.05 0.892
S -3.32539 -0.91586 2.69741 -0.19 1.29 -0.34 -0.086
H -3.18502 -2.47733 0.40564 0.11 0.13 -0.32 0.288
H -3.73205 -1.34977 -0.69424 0.01 -0.20 0.27 0.249
H -1.59792 3.23331 1.08310 -0.16 -0.07 0.51 0.286
H -1.49968 4.38509 3.33245 -0.12 -0.38 0.03 0.461
H -2.34326 3.20984 5.35996 -0.07 -0.18 -0.24 0.436
H -3.30520 0.87233 5.15962 0.26 0.29 0.05 0.457